P) # C3H8S2

A 2-piece molecular cluster, C3H8S2 overall (ωB97M-V/def2-TZVPD, OMol25).

Structure (XYZ):
```
13
C3H8S2 (ωB97M-V/def2-TZVPD)
C 2.44 0.46 -0.24
C 1.52 0.22 0.89
S 1.93 -1.26 -0.05
H 3.48 0.67 -0.02
H 2.05 0.97 -1.12
H 1.92 0.27 1.90
H 0.49 0.57 0.80
C -2.75 -0.18 -0.50
S -1.48 -0.64 0.71
H -2.47 0.72 -1.06
H -2.96 -0.99 -1.20
H -3.66 0.04 0.06
H -0.49 -0.85 -0.17
```

Calculated values
SMILES string: C1CS1.CS
Orbital gap, eV: 9.58
HOMO, eV: -8.73
Lowest unoccupied orbital energy, eV: 0.9
Net charge: 0

=====

Q) # C3H8S2

A 2-piece molecular cluster, C3H8S2 overall (ωB97M-V/def2-TZVPD, OMol25).

Structure (XYZ):
```
13
C3H8S2 (ωB97M-V/def2-TZVPD)
C -3.29 0.09 0.41
C -2.53 -0.69 1.21
H -3.05 0.01 -0.69
H -3.80 0.96 0.80
H -1.95 -1.47 0.78
H -2.63 -0.53 2.36
C 1.91 -1.40 -0.87
S 0.77 -0.01 -1.16
S 1.01 1.05 0.78
H 1.73 -1.93 0.04
H 3.01 -1.17 -0.79
H 1.79 -1.81 -1.90
H -0.14 1.43 0.94
```

Calculated values
SMILES string: C=C.CSS
Orbital gap, eV: 8.72
HOMO, eV: -8.62
Lowest unoccupied orbital energy, eV: 0.1
Net charge: 0

=====

R) # C3H8S2

A 2-piece molecular cluster, C3H8S2 overall (ωB97M-V/def2-TZVPD, OMol25).

Structure (XYZ):
```
13
C3H8S2 (ωB97M-V/def2-TZVPD)
C -1.25 0.83 -0.39
C -1.32 -0.30 0.57
S -1.45 -1.85 -0.40
S 1.41 1.14 0.44
C 2.10 -0.43 -0.12
H -2.12 0.84 -1.08
H -1.17 1.71 0.28
H -0.34 0.81 -1.02
H -2.13 -0.31 1.24
H -0.46 -0.17 1.25
H 1.51 -1.30 0.21
H 3.12 -0.56 0.26
H 2.10 -0.42 -1.23
```

Calculated values
Orbital gap, eV: 4.44
HOMO, eV: -8.29
Lowest unoccupied orbital energy, eV: -3.8
Net charge: 0

=====

How do the energies compare? Relative to the most stable structure, in kcal/mol: P) 0.0; Q) 23.3; R) 87.0.